(1)
C4H6N2O | ωB97M-V with the def2-TZVPD basis set

Structure (XYZ):
```
13
Properties=species:S:1:pos:R:3:forces:R:3:lowdin_charge:R:1
C 0.878 -0.897 1.011 0.015 -0.035 -0.007 -0.13
O 0.421 1.113 -0.274 0.051 0.077 -0.131 -0.07
C 0.335 0.543 1.014 -0.084 -0.096 0.177 -0.20
H 0.975 -1.293 2.028 -0.064 0.091 -0.181 0.12
C -0.051 -1.718 0.228 -0.723 -0.360 -0.684 -0.22
C -0.575 0.853 -1.169 -0.094 0.205 -0.251 -0.32
H -1.308 0.082 -0.878 0.280 0.541 0.055 0.11
H -1.356 1.186 -2.818 0.059 -0.002 -0.069 0.05
H -0.703 0.571 1.366 0.134 -0.116 0.062 0.13
H 1.865 -0.919 0.531 -0.212 0.027 0.142 0.13
H 0.939 1.166 1.684 -0.107 -0.130 -0.255 0.13
N -0.555 1.477 -2.263 -0.138 -0.229 0.322 0.12
N -0.865 -2.165 -0.462 0.882 0.028 0.820 0.16
```
Forces are in eV/Å.

Results
Relative energy (zero: lowest compared OMol25 entry of this formula, charge and spin) ... 160.7 kJ/mol
SMILES ... [H]/N=C/OCCC#N
HOMO level ... -10.235 eV
Kohn-Sham gap ... 10.92 eV
LUMO energy ... 0.686 eV



(2)
H3OPS | ωB97M-V with the def2-TZVPD basis set

Structure (XYZ):
```
6
Properties=species:S:1:pos:R:3:forces:R:3:lowdin_charge:R:1
O -0.518 1.488 -0.096 -1.146 -1.072 0.429 -0.52
H -0.453 -0.705 1.296 -0.111 0.647 -0.506 0.00
P -0.147 0.044 0.102 0.477 2.411 2.510 0.26
H 1.254 1.355 -0.569 1.550 -1.144 0.422 -0.07
S 1.855 0.119 -0.071 0.681 1.260 -0.490 0.41
H -0.436 -0.795 -0.831 -1.451 -2.103 -2.366 -0.08
```
Forces are in eV/Å.

Results
Relative energy (zero: lowest compared OMol25 entry of this formula, charge and spin) ... 80.3 kJ/mol
SMILES ... O=[PH2]S
HOMO level ... -10.146 eV
Kohn-Sham gap ... 10.77 eV
LUMO energy ... 0.625 eV